{"formula": "C75H175N25O25", "method": "the ωB97M-V functional and the def2-TZVPD basis", "symbols": ["C", "C", "O", "N", "C", "H", "H", "H", "H", "H", "H", "H", "C", "C", "O", "N", "C", "H", "H", "H", "H", "H", "H", "H", "C", "C", "O", "N", "C", "H", "H", "H", "H", "H", "H", "H", "C", "C", "O", "N", "C", "H", "H", "H", "H", "H", "H", "H", "C", "C", "O", "N", "C", "H", "H", "H", "H", "H", "H", "H", "C", "C", "O", "N", "C", "H", "H", "H", "H", "H", "H", "H", "C", "C", "O", "N", "C", "H", "H", "H", "H", "H", "H", "H", "C", "C", "O", "N", "C", "H", "H", "H", "H", "H", "H", "H", "C", "C", "O", "N", "C", "H", "H", "H", "H", "H", "H", "H", "C", "C", "O", "N", "C", "H", "H", "H", "H", "H", "H", "H", "C", "C", "O", "N", "C", "H", "H", "H", "H", "H", "H", "H", "C", "C", "O", "N", "C", "H", "H", "H", "H", "H", "H", "H", "C", "C", "O", "N", "C", "H", "H", "H", "H", "H", "H", "H", "C", "C", "O", "N", "C", "H", "H", "H", "H", "H", "H", "H", "C", "C", "O", "N", "C", "H", "H", "H", "H", "H", "H", "H", "C", "C", "O", "N", "C", "H", "H", "H", "H", "H", "H", "H", "C", "C", "O", "N", "C", "H", "H", "H", "H", "H", "H", "H", "C", "C", "O", "N", "C", "H", "H", "H", "H", "H", "H", "H", "C", "C", "O", "N", "C", "H", "H", "H", "H", "H", "H", "H", "C", "C", "O", "N", "C", "H", "H", "H", "H", "H", "H", "H", "C", "C", "O", "N", "C", "H", "H", "H", "H", "H", "H", "H", "C", "C", "O", "N", "C", "H", "H", "H", "H", "H", "H", "H", "C", "C", "O", "N", "C", "H", "H", "H", "H", "H", "H", "H", "C", "C", "O", "N", "C", "H", "H", "H", "H", "H", "H", "H", "C", "C", "O", "N", "C", "H", "H", "H", "H", "H", "H", "H"], "positions_angstrom": [[25.338907, -20.700065, 13.891778], [26.503188, -19.657952, 13.922675], [27.587671, -19.890194, 14.457954], [26.276733, -18.632470, 13.098134], [27.324066, -17.610974, 12.925986], [24.880744, -20.973101, 12.887113], [24.501851, -20.401964, 14.516385], [25.717347, -21.671018, 14.268998], [25.312699, -18.474162, 12.911849], [27.069644, -16.960417, 12.085605], [28.217724, -18.169698, 12.584236], [27.646630, -17.058182, 13.829538], [12.788161, -16.880589, 19.154729], [13.941257, -16.620414, 18.208493], [14.118216, -17.240391, 17.160284], [14.717477, -15.532231, 18.426180], [15.923741, -15.203244, 17.658975], [11.882355, -16.658434, 18.590547], [12.739739, -16.326504, 20.117278], [12.727428, -17.926796, 19.393703], [14.750657, -15.123600, 19.373919], [15.960290, -14.093904, 17.731611], [15.644484, -15.383207, 16.654281], [16.838869, -15.650892, 18.034188], [22.760857, -11.292880, 19.189026], [23.095898, -12.128093, 18.052385], [23.214649, -11.642085, 16.954778], [23.281552, -13.450274, 18.354285], [23.131194, -14.475729, 17.433317], [21.667076, -11.291309, 19.247076], [23.009284, -10.225160, 19.063933], [23.218654, -11.725446, 20.127112], [23.166814, -13.737715, 19.341450], [23.987754, -15.138665, 17.451415], [23.310664, -14.054182, 16.464839], [22.128457, -14.904779, 17.554073], [15.184745, -24.330140, 18.792599], [14.884235, -23.714847, 20.156826], [13.806105, -23.795992, 20.664422], [15.998692, -23.300972, 20.904132], [15.818666, -22.983060, 22.303120], [14.757522, -23.775391, 17.991272], [14.819405, -25.332610, 18.623483], [16.264474, -24.353057, 18.672633], [16.911908, -23.270913, 20.439182], [16.789484, -23.126029, 22.781495], [15.145808, -23.607100, 22.856277], [15.523099, -21.914350, 22.375747], [13.664664, -16.323054, 13.792851], [14.023746, -17.322276, 12.691026], [13.144416, -17.776541, 11.972778], [15.285936, -17.717356, 12.597990], [15.737243, -18.684211, 11.592464], [12.670727, -16.047929, 13.584256], [14.413052, -15.513380, 13.871959], [13.608965, -16.734770, 14.780665], [15.981667, -17.254370, 13.191694], [15.296625, -18.336754, 10.677407], [15.531624, -19.690047, 11.847026], [16.819846, -18.544261, 11.599357], [15.933863, -21.034975, 27.149471], [16.660778, -20.841743, 25.861327], [16.110758, -20.217870, 24.940264], [17.872525, -21.361804, 25.697507], [18.762320, -22.067360, 26.628366], [16.657207, -20.963890, 27.963030], [15.495204, -22.053509, 27.300298], [15.143421, -20.367804, 27.430826], [18.299505, -21.223367, 24.807001], [19.329391, -21.298761, 27.173832], [19.414600, -22.634971, 25.999569], [18.221959, -22.627184, 27.380458], [13.608504, -15.992532, 25.460416], [14.681671, -15.007132, 25.675224], [15.692648, -15.319731, 26.310539], [14.577985, -13.783727, 25.102477], [15.585106, -12.718252, 25.161464], [13.709809, -16.780165, 26.267840], [13.611450, -16.479853, 24.478683], [12.678099, -15.450234, 25.585368], [13.783639, -13.703484, 24.483106], [16.287310, -12.662442, 24.339396], [16.171727, -12.819754, 26.104207], [15.117043, -11.708029, 25.241248], [23.098017, -20.856763, 17.155849], [23.556669, -22.297098, 17.040152], [23.089325, -22.977683, 16.178622], [24.467149, -22.772959, 17.892451], [25.082749, -24.107287, 17.757019], [23.298337, -20.329101, 16.261909], [23.555660, -20.409332, 18.052504], [22.036101, -20.767114, 17.308424], [24.782425, -22.219274, 18.703354], [25.082196, -24.412803, 16.707239], [24.556410, -24.763537, 18.403791], [26.079620, -24.070284, 18.179875], [21.866816, -19.370216, 23.957724], [21.306879, -19.487077, 22.606185], [20.816826, -18.436648, 22.130384], [21.353087, -20.643380, 21.961909], [20.930618, -20.794028, 20.556538], [21.278013, -18.646756, 24.515588], [22.838812, -18.933149, 23.842087], [22.137584, -20.318214, 24.470266], [21.875752, -21.409904, 22.400235], [21.683344, -21.479046, 20.088360], [20.935427, -19.768654, 20.145619], [19.905973, -21.160816, 20.445293], [26.885520, -13.967241, 19.924856], [27.977487, -14.601545, 19.129802], [27.666183, -15.324694, 18.134727], [29.211810, -14.289151, 19.580732], [30.447594, -14.744963, 18.895657], [26.255838, -13.496787, 19.151323], [27.264323, -13.220425, 20.661067], [26.155836, -14.642883, 20.414531], [29.396290, -13.569344, 20.257915], [30.156879, -15.654424, 18.441908], [31.247878, -14.851478, 19.642579], [30.650853, -14.033177, 18.143907], [14.131406, -18.289063, 22.583539], [15.305435, -18.651575, 21.621381], [15.328163, -18.193799, 20.504491], [16.345221, -19.364349, 22.132336], [17.425746, -19.785904, 21.293377], [14.256822, -17.263544, 22.885724], [14.164118, -18.965644, 23.503009], [13.201828, -18.441618, 22.008671], [16.229096, -19.817939, 22.991259], [17.395143, -20.739267, 20.789715], [18.314265, -19.750108, 21.958231], [17.577513, -19.111099, 20.484527], [26.448833, -20.039605, 17.937765], [25.818662, -19.841691, 19.338013], [25.342769, -20.763646, 20.024534], [25.974046, -18.574668, 19.840709], [25.164912, -18.017761, 20.933142], [27.344239, -19.414275, 17.816689], [25.690580, -19.835544, 17.160161], [26.760807, -21.093364, 17.876401], [26.153730, -17.849088, 19.186181], [25.647929, -17.088148, 21.206701], [25.160862, -18.642786, 21.826535], [24.187409, -17.758206, 20.546739], [25.799191, -13.477055, 14.592268], [24.775923, -14.500879, 14.143465], [23.971728, -14.239488, 13.252199], [24.756321, -15.646735, 14.796630], [25.737055, -16.131160, 15.760056], [26.780114, -13.754543, 14.278667], [25.925385, -13.454989, 15.672847], [25.464120, -12.516333, 14.274042], [24.090611, -16.329850, 14.438948], [26.752920, -16.246564, 15.359833], [25.392215, -17.126760, 16.070076], [25.781174, -15.519926, 16.641714], [20.563433, -24.020192, 18.739536], [19.360245, -23.136994, 18.876630], [18.639484, -23.217911, 19.865291], [19.137538, -22.288499, 17.872478], [17.904071, -21.448644, 17.804337], [20.162974, -25.044724, 18.694606], [21.264997, -23.855251, 19.563000], [20.928683, -23.768469, 17.765795], [19.792180, -22.202447, 17.119579], [17.300537, -21.504258, 16.899108], [18.252628, -20.411148, 18.017727], [17.325072, -21.700382, 18.707252], [18.608852, -19.665665, 15.167338], [19.693801, -20.684626, 14.663032], [20.185479, -21.547380, 15.408469], [20.188096, -20.491169, 13.416081], [21.425160, -21.131062, 13.060744], [18.919994, -19.175816, 16.141674], [17.655504, -20.160328, 15.394458], [18.487629, -18.902045, 14.436539], [19.749439, -19.769272, 12.845401], [21.212081, -21.920761, 12.330359], [21.879753, -21.545852, 13.948006], [22.212243, -20.440396, 12.729056], [14.440674, -19.775015, 15.029853], [14.321564, -20.720327, 16.248048], [14.316982, -21.919963, 16.097608], [14.375327, -20.153940, 17.491201], [14.109090, -20.962555, 18.646204], [13.420858, -19.478051, 14.642852], [15.007016, -20.194004, 14.219666], [14.787982, -18.772765, 15.333879], [14.443954, -19.159213, 17.545840], [14.979551, -21.622690, 18.848547], [13.276312, -21.654293, 18.562203], [13.933791, -20.336052, 19.508590], [17.562656, -15.290929, 14.797069], [18.102649, -15.455720, 13.361933], [18.313936, -16.622883, 12.929741], [18.181365, -14.357240, 12.546027], [18.806823, -14.628347, 11.268598], [16.957563, -16.222391, 15.024844], [16.928083, -14.417572, 14.879237], [18.423467, -15.165350, 15.488443], [18.255032, -13.455020, 12.965887], [19.869575, -14.882455, 11.319442], [18.692771, -13.743818, 10.576452], [18.349800, -15.500426, 10.801199], [12.811187, -12.505832, 20.103660], [13.893741, -13.221240, 20.900067], [13.614743, -13.742236, 21.969045], [15.187003, -13.201679, 20.382817], [16.227633, -13.652010, 21.231759], [11.904568, -13.095751, 19.938776], [13.158583, -12.175986, 19.127482], [12.505974, -11.676065, 20.727143], [15.418089, -12.400698, 19.835802], [17.124724, -13.694939, 20.659565], [16.018897, -14.634055, 21.633082], [16.430758, -13.010530, 22.074239], [21.028270, -13.432310, 14.106688], [20.337910, -12.072878, 14.220283], [19.175454, -11.974874, 13.780177], [21.169977, -11.138771, 14.670189], [20.798114, -9.769586, 14.769616], [20.479999, -14.134413, 14.690036], [22.056013, -13.496894, 14.516532], [20.905048, -13.810996, 13.112984], [22.109606, -11.312734, 14.990499], [20.294895, -9.628697, 15.745996], [20.055168, -9.473453, 14.069316], [21.637690, -9.081729, 14.725212], [19.543400, -13.043321, 17.709970], [18.202328, -12.343769, 17.952407], [17.846180, -12.142944, 19.103062], [17.506420, -11.973476, 16.870213], [16.249616, -11.266665, 16.959962], [20.257522, -12.523769, 18.333794], [19.837992, -12.972770, 16.646224], [19.460641, -14.123736, 17.994972], [17.909599, -11.993719, 15.948314], [15.579474, -11.897292, 17.526075], [15.859897, -11.015018, 15.917595], [16.327074, -10.305931, 17.477955], [18.184259, -16.538004, 23.929658], [19.063334, -15.685405, 24.784895], [20.298887, -15.676532, 24.648017], [18.390000, -14.880680, 25.626090], [19.003147, -13.852252, 26.364084], [18.677743, -17.433473, 23.609265], [17.961866, -16.042680, 22.984219], [17.209131, -16.686699, 24.396624], [17.397604, -14.960176, 25.777700], [18.693752, -12.881197, 25.871457], [20.041200, -13.929677, 26.425076], [18.620621, -13.832237, 27.413328], [23.392415, -15.823036, 23.094893], [22.728629, -14.954181, 22.040439], [23.353827, -14.374544, 21.150758], [21.389706, -14.825669, 22.141117], [20.569880, -13.986649, 21.323453], [24.416406, -15.675055, 23.154185], [23.230729, -16.808983, 22.762974], [22.863622, -15.763285, 24.022718], [21.058280, -15.329485, 22.960455], [20.622854, -12.953113, 21.693227], [19.559424, -14.366608, 21.429330], [20.781171, -14.087736, 20.254917], [24.071812, -25.103132, 22.739780], [23.886236, -23.682845, 22.256717], [22.861593, -23.041487, 22.427770], [24.920482, -23.068007, 21.640295], [26.230458, -23.552164, 21.419441], [23.130714, -25.411639, 23.229621], [24.904497, -25.101389, 23.399217], [24.296509, -25.841978, 21.938951], [24.792502, -22.049338, 21.622636], [26.584133, -24.214320, 22.189878], [26.846509, -22.688067, 21.367084], [26.477398, -23.991652, 20.495765], [22.029692, -17.439129, 18.672948], [20.491575, -17.064561, 18.645972], [19.928622, -16.662964, 17.643272], [19.850162, -17.165248, 19.780340], [18.414292, -16.858051, 19.970125], [22.220126, -18.444679, 19.014744], [22.481579, -16.728794, 19.403455], [22.520206, -17.352947, 17.697586], [20.345050, -17.546683, 20.585425], [17.794630, -17.387930, 19.261631], [18.245417, -15.823201, 19.778998], [18.211204, -16.980202, 21.091721], [21.649602, -17.148084, 14.958960], [22.153329, -17.571897, 13.600625], [23.249567, -18.150084, 13.420077], [21.334272, -17.375707, 12.602572], [21.492455, -17.955817, 11.234353], [22.028495, -17.779565, 15.746348], [20.550930, -17.096102, 15.051198], [22.114516, -16.191972, 15.233057], [20.401434, -17.010083, 12.792670], [21.789834, -17.187832, 10.491814], [20.485761, -18.335025, 10.959915], [22.115174, -18.841953, 11.292214]], "atomic_forces_ev_per_a": [[0.17, -1.05, -0.19], [0.12, -2.28, -0.80], [-0.91, 0.40, 0.09], [1.09, 1.31, 0.63], [0.53, -0.91, -0.72], [0.85, 0.93, 0.93], [-0.03, 0.16, 0.10], [-0.07, 0.67, 0.05], [-0.70, 0.61, -0.39], [-0.23, 0.14, 0.42], [-0.30, 0.32, 0.29], [-0.58, -0.30, -0.45], [-0.29, 0.40, 0.23], [0.65, 0.75, -0.62], [-0.47, -0.56, 0.35], [0.59, 0.41, 2.20], [-1.68, 1.57, 0.85], [-0.08, 0.10, -0.04], [0.47, -0.09, -0.77], [0.21, -0.52, 0.00], [-0.41, -0.51, -0.90], [0.53, -0.63, 0.06], [0.44, -0.65, -1.05], [0.01, -0.27, -0.32], [-0.12, 0.93, 2.43], [0.86, -1.27, 0.40], [-0.11, 0.09, -2.10], [-0.16, 1.77, 2.36], [0.27, -0.62, -1.40], [0.04, -0.17, 0.44], [0.30, -0.64, -0.10], [-0.76, 0.66, -0.77], [0.11, 0.49, -0.52], [-0.34, -0.89, 0.65], [-0.69, 0.37, -0.87], [0.42, -0.54, -0.51], [1.01, 0.49, 0.35], [2.60, -1.35, 0.41], [-2.07, 0.43, 0.67], [-1.47, -0.83, -1.49], [1.19, 1.40, -0.47], [-0.32, 0.84, -0.62], [-0.28, -0.33, 0.73], [0.18, 0.00, -0.30], [-0.30, -0.03, 0.57], [0.10, 0.30, 0.05], [-0.73, -0.40, -0.26], [-0.01, -0.64, 0.47], [1.53, -0.18, -0.36], [-1.43, 0.02, 0.72], [-0.02, -0.01, -0.20], [1.58, 0.02, 0.70], [0.85, 2.21, 0.86], [-1.01, 1.05, -0.44], [-0.60, 0.01, -0.29], [0.30, -0.82, 0.55], [-0.40, -0.55, -0.55], [-0.07, -0.50, -0.72], [-0.62, -1.01, 0.14], [0.01, -0.18, -0.45], [0.60, -1.63, 1.76], [-1.95, 0.99, -1.11], [0.43, -0.32, 0.37], [0.89, -0.91, 0.52], [-0.66, 1.80, 0.32], [0.10, 0.02, 0.18], [0.47, 0.56, -0.63], [-0.27, 0.72, -0.75], [-0.19, 0.32, -0.61], [0.22, -0.37, -0.06], [0.42, -0.70, 0.12], [-0.08, -0.47, -0.23], [-0.84, -0.97, 1.03], [2.35, 0.47, -0.20], [-0.11, 0.08, 0.21], [-0.46, 0.04, -0.29], [-0.31, 0.55, 1.48], [-0.19, 0.92, -1.06], [0.16, 0.34, 0.32], [-0.52, -0.28, -0.07], [0.23, 0.45, -0.18], [0.02, -0.45, -0.37], [-0.45, -0.19, -0.70], [-0.02, -0.89, -0.17], [0.47, -0.29, 2.22], [-0.37, 1.12, 0.49], [-0.86, -1.62, -2.15], [1.61, 0.14, 1.51], [-0.33, 1.40, -0.09], [0.51, 0.58, -0.90], [0.01, 0.28, -0.47], [-0.59, -0.44, -0.05], [-0.35, -0.17, -0.72], [-0.05, -0.07, 0.36], [-0.72, -1.12, 0.16], [0.40, 0.20, -0.31], [0.96, -0.92, 1.09], [-1.02, 1.30, -0.92], [0.21, -0.69, -0.11], [0.03, -0.71, -0.08], [0.80, 0.41, 0.38], [-0.08, -0.31, 0.28], [0.67, 0.64, -0.17], [-0.82, 0.42, -0.12], [-0.34, 0.17, -0.44], [-0.84, 0.70, 0.08], [0.23, -0.64, -0.19], [0.28, -0.25, 0.23], [-1.02, 0.83, 0.16], [-1.23, -1.15, -1.01], [1.65, 1.35, 2.29], [1.35, -0.74, -0.86], [-1.39, 0.34, 1.53], [0.15, 0.32, 0.45], [-0.46, -0.50, -0.55], [0.77, 0.00, -0.15], [-0.81, -0.03, 0.13], [0.25, -1.14, -0.52], [-0.25, -0.03, -0.49], [0.80, 0.71, -0.90], [0.84, -2.26, 0.21], [-0.18, 0.27, 1.75], [-0.14, 0.45, -1.44], [-1.20, 0.50, -1.74], [1.58, 0.15, 0.90], [-0.04, 0.37, -0.11], [-0.21, 0.96, -1.14], [0.35, 0.21, 0.44], [-0.17, -0.58, 1.63], [-0.61, -0.82, 0.36], [-0.11, -0.18, -0.69], [0.01, 0.79, -0.29], [-0.31, -0.44, 0.82], [0.84, 0.11, 0.50], [0.24, 0.97, -0.94], [-1.01, -0.71, 0.33], [0.71, -0.12, -0.14], [-0.47, -0.02, -0.08], [0.50, -0.05, 0.27], [-0.21, 0.41, -0.19], [0.61, 0.26, -0.85], [0.07, 0.25, 0.15], [-0.25, -0.17, -0.33], [-0.47, -0.23, 0.33], [-0.51, -0.66, 0.90], [0.13, 1.67, -0.46], [0.03, -0.12, 0.03], [-0.02, -1.88, 0.51], [-0.25, -0.65, -0.31], [0.75, 0.02, -0.82], [-0.38, -0.03, 0.27], [0.13, 0.62, -0.46], [0.43, 0.09, -0.04], [-0.34, 0.18, 0.06], [0.18, 0.18, -0.06], [0.17, 0.36, 0.33], [-0.80, 0.04, -0.32], [0.01, -0.06, 0.34], [-0.48, -0.02, 0.60], [-1.61, 0.45, -0.19], [1.42, 0.49, 1.92], [0.43, 0.23, 0.30], [-0.10, -0.22, -0.25], [1.17, -0.25, -0.46], [0.15, 0.03, -0.60], [0.34, -0.36, 0.11], [-0.52, -0.41, -0.57], [-0.06, -0.14, -0.63], [0.92, -0.96, 0.88], [0.05, 0.31, 1.66], [-0.75, 0.93, -0.72], [-0.68, 0.87, 0.61], [0.55, -0.27, -0.72], [0.01, -0.67, -1.19], [0.29, 0.10, -0.38], [-0.37, 0.74, -0.60], [0.47, -0.40, 0.26], [0.50, 0.10, 0.09], [-0.30, -0.52, 0.32], [-0.58, 0.11, -0.40], [-1.74, 1.40, 1.07], [1.08, 1.21, -0.35], [-0.39, -1.11, -0.10], [-0.59, -0.52, -1.20], [1.01, -0.77, 0.53], [0.79, -0.84, 0.30], [0.28, -0.30, -0.13], [0.44, -0.53, -0.06], [-0.22, 0.53, 0.14], [-0.38, 0.52, 0.09], [-0.30, 0.13, -0.45], [0.10, 0.24, 0.19], [0.36, -0.77, -0.66], [-0.98, -0.88, -0.31], [0.21, 1.73, 0.65], [0.41, -2.67, 0.41], [-0.10, 1.09, -1.49], [0.95, 1.11, -0.02], [-0.12, 0.23, 0.02], [-0.57, -0.36, -0.19], [0.22, 0.79, 0.32], [0.08, 0.22, 0.32], [0.08, -0.91, 0.85], [-0.25, 0.19, 0.07], [0.31, -0.27, -0.19], [-0.15, 0.29, -0.11], [0.35, -0.21, -0.24], [-2.11, 0.06, 0.70], [0.81, -0.62, 0.62], [0.38, -0.28, 0.24], [0.07, 0.21, 0.01], [-0.05, 0.43, -0.04], [0.17, 0.33, -0.65], [0.71, -0.09, -0.45], [-0.24, -0.31, 0.01], [-0.11, 0.46, 0.42], [0.22, 0.34, 1.10], [1.16, -2.25, -1.20], [0.56, 1.16, 1.11], [-0.44, 0.95, -0.47], [-0.84, 0.90, 1.81], [-0.74, -0.62, 0.75], [-0.50, 0.32, -0.79], [0.50, 0.05, -0.75], [-0.09, -0.87, 0.08], [0.32, 0.27, -0.17], [-0.43, -0.02, -0.99], [0.17, -0.25, -0.09], [-0.84, -0.37, -0.76], [1.41, -0.55, 0.06], [-0.78, 0.18, 0.20], [-0.30, 0.57, -0.76], [-0.35, 0.68, -0.93], [0.28, -0.15, 0.10], [0.02, -0.14, 0.56], [0.12, 0.86, -0.19], [0.43, -0.29, 0.01], [-0.66, 0.00, -0.09], [0.45, -0.73, 1.41], [0.20, -0.13, 0.11], [-0.68, 0.19, -0.28], [0.25, 0.29, -0.31], [-0.65, 0.15, 0.34], [0.64, -1.00, -0.41], [-1.91, 2.20, 0.91], [0.22, -0.73, 0.26], [0.11, 0.51, 0.01], [0.13, -0.41, 0.05], [-0.48, -0.47, -0.19], [0.68, -0.60, 0.74], [1.67, -0.21, -0.26], [0.14, -0.02, -0.74], [-2.00, 0.48, -0.88], [-0.53, 0.96, -0.21], [0.63, -0.13, -0.32], [1.70, -1.35, 0.86], [-0.42, -0.11, 0.19], [1.84, 0.65, 0.22], [-0.16, -1.55, -0.46], [-0.09, 0.27, 0.75], [-0.96, 0.30, -0.14], [-0.11, -0.09, -0.53], [-0.33, 0.22, 0.10], [0.38, 0.24, 0.20], [-1.24, -0.38, -0.98], [0.57, -0.04, -0.61], [-0.80, -0.10, 0.55], [-1.04, 0.63, 0.36], [0.78, 0.38, 0.70], [0.66, 0.15, -0.09], [0.64, -0.22, 0.86], [-0.13, 0.68, 0.30], [0.10, -0.70, -0.53], [0.16, -0.20, 0.49], [0.82, 0.80, 0.48], [-0.58, -1.04, -1.49], [-0.85, 1.01, 0.48], [1.57, -0.37, -0.97], [-0.17, 0.48, -1.35], [-0.74, -0.42, 2.19], [1.37, 0.00, 1.42], [-0.20, -0.36, 0.33], [-0.01, -0.47, -0.53], [-0.41, 0.31, 0.25], [-0.18, -0.06, 0.05], [-0.31, -0.53, 0.30], [-0.03, 1.07, -0.27], [-0.05, -0.39, -1.91], [0.10, 0.60, 0.21], [1.43, -1.42, 0.62], [-0.42, 0.72, 0.69], [-1.77, 0.14, -2.23], [-1.12, 0.42, 0.78], [0.01, -0.74, -0.08], [0.54, 0.13, -0.13], [-0.44, 0.20, -0.27], [0.25, -0.04, 0.03], [0.16, -0.65, 0.50], [0.45, 0.39, -0.04], [0.50, 0.36, -0.18]], "relative_energy_kj_mol": 91.9, "molar_mass_g_mol": 1827.4, "lumo_energy_ha": 0.008, "charge": 0, "max_force_ev_per_a": 3.125, "gap_ev": 8.48, "multiplicity": 1, "homo_ha": -0.3031}